Entry 1:
Formula: C5H13NO2
Source: the Open Molecules 2025 dataset
Level of theory: wB97M-V/def2-TZVPD

Geometry as XYZ:
```
21
Properties=species:S:1:pos:R:3
C 0.653 0.948 -1.129
C 0.369 0.977 0.334
O 0.026 1.965 0.941
C 0.893 -0.275 1.141
C 2.284 0.072 1.677
O 0.896 -1.424 0.324
H 0.623 1.951 -1.546
H 1.595 0.451 -1.339
H -0.140 0.361 -1.606
H 0.209 -0.416 1.992
H 2.243 1.001 2.239
H 2.648 -0.720 2.332
H 2.982 0.197 0.852
H 1.484 -2.087 0.702
C -2.393 -0.436 -0.416
N -2.146 -0.266 -1.837
H -2.576 0.538 0.036
H -3.251 -1.079 -0.184
H -1.451 -0.827 0.063
H -2.041 -1.164 -2.295
H -2.908 0.234 -2.282
```

The SMILES is CC(=O)[C@H](C)O.CN. The LUMO energy comes out at 0.784 eV. The value obtained for the molecular weight is 119.16 g mol⁻¹. The calculation puts the HOMO-LUMO gap at 10.0 eV. As for the spin multiplicity: 1.

=====

Entry 2:
Formula: C9H14
Source: the Open Molecules 2025 dataset
Level of theory: wB97M-V/def2-TZVPD

Geometry as XYZ:
```
23
Properties=species:S:1:pos:R:3
C -0.147 -2.400 -0.086
C -0.553 -1.015 -0.511
C -1.550 -0.361 0.213
C -1.985 0.890 -0.182
C -1.455 1.492 -1.315
C -0.473 0.853 -2.039
C -0.029 -0.406 -1.639
H 0.409 -2.939 -0.838
H -0.998 -3.030 0.177
H 0.519 -2.381 0.789
H -2.022 -0.788 1.086
H -2.723 1.458 0.357
H -1.776 2.491 -1.589
H -0.064 1.295 -2.933
H 0.781 -0.881 -2.162
C 1.843 0.588 1.606
C 2.981 0.584 2.653
H 1.979 -0.118 0.796
H 0.899 0.374 2.120
H 1.717 1.577 1.149
H 3.674 -0.230 2.441
H 2.574 0.389 3.644
H 3.539 1.513 2.664
```

The SMILES is Cc1ccccc1.CC. The LUMO energy comes out at 1.009 eV. The value obtained for the molecular weight is 122.21 g mol⁻¹. The calculation puts the HOMO-LUMO gap at 10.1 eV. As for the spin multiplicity: 1.

=====

Entry 3:
Formula: C6H5AsClGaI2O10S
Source: the Open Molecules 2025 dataset
Level of theory: wB97M-V/def2-TZVPD

Geometry as XYZ:
```
27
Properties=species:S:1:pos:R:3
Ga 0.965 0.998 -1.397
O -2.623 0.801 -1.405
As -1.724 2.087 -0.604
O -0.671 1.022 0.524
O -0.321 2.258 -1.619
C -1.014 -0.073 1.239
C -2.000 -0.056 2.214
C -2.231 -1.189 2.979
C -1.485 -2.346 2.797
C -0.520 -2.387 1.805
C -0.297 -1.259 1.031
S 0.819 -1.314 -0.310
O 1.820 -0.185 -0.101
O 1.373 -2.610 -0.450
O 0.038 -0.760 -1.480
H -2.076 0.247 -1.981
H -2.575 0.849 2.366
H -3.006 -1.165 3.733
H -1.658 -3.212 3.420
H 0.057 -3.281 1.610
O 3.317 1.216 -4.541
Cl 2.536 0.669 -3.509
O 2.944 -0.622 -3.091
O 2.607 1.602 -2.268
O 1.106 0.716 -3.778
I 2.367 2.999 0.553
I 2.251 4.993 2.264
```

The LUMO energy comes out at -2.128 eV. The value obtained for the molecular weight is 703.07 g mol⁻¹. The calculation puts the HOMO-LUMO gap at 7.5 eV. As for the spin multiplicity: 1.

=====

Copy entry 2 word for word.
Formula: C9H14
Source: the Open Molecules 2025 dataset
Level of theory: wB97M-V/def2-TZVPD

Geometry as XYZ:
```
23
Properties=species:S:1:pos:R:3
C -0.147 -2.400 -0.086
C -0.553 -1.015 -0.511
C -1.550 -0.361 0.213
C -1.985 0.890 -0.182
C -1.455 1.492 -1.315
C -0.473 0.853 -2.039
C -0.029 -0.406 -1.639
H 0.409 -2.939 -0.838
H -0.998 -3.030 0.177
H 0.519 -2.381 0.789
H -2.022 -0.788 1.086
H -2.723 1.458 0.357
H -1.776 2.491 -1.589
H -0.064 1.295 -2.933
H 0.781 -0.881 -2.162
C 1.843 0.588 1.606
C 2.981 0.584 2.653
H 1.979 -0.118 0.796
H 0.899 0.374 2.120
H 1.717 1.577 1.149
H 3.674 -0.230 2.441
H 2.574 0.389 3.644
H 3.539 1.513 2.664
```

The SMILES is Cc1ccccc1.CC. The LUMO energy comes out at 1.009 eV. The value obtained for the molecular weight is 122.21 g mol⁻¹. The calculation puts the HOMO-LUMO gap at 10.1 eV. As for the spin multiplicity: 1.

=====

The lowest molecular weight belongs to which entry?
C5H13NO2